110
Properties=species:S:1:pos:R:3:mulliken_charge:R:1 method="wB97M-V/def2-TZVPD" relative_energy_kj_mol=158.0 multiplicity=1 e_tot_ha=-2738.346219 lumo_ha=-0.00405 smiles="NC(N)=O.NC(N)=O.NC(N)=O.NC(N)=O.NC(N)=O.OCCO.OCCO.OCCO.OCCO.OCCO.OCCO.OCCO" orbital_gap_ev=9.1
C -32.756 -5.726 -10.453 -0.57
C -33.492 -6.501 -9.342 -0.14
O -32.702 -7.583 -8.866 -0.49
O -33.370 -4.501 -10.788 -0.54
H -32.639 -6.384 -11.320 0.25
H -31.802 -5.468 -9.979 0.31
H -34.440 -6.880 -9.742 0.35
H -33.769 -5.869 -8.497 0.22
H -32.748 -8.249 -9.581 0.14
H -32.730 -3.939 -11.229 0.33
C -35.634 -12.657 -3.387 -0.12
C -34.172 -12.142 -3.429 -0.63
O -34.059 -10.884 -4.119 0.56
O -35.795 -13.851 -2.661 -0.56
H -35.880 -12.775 -4.447 0.06
H -36.311 -11.867 -3.037 0.13
H -33.543 -12.759 -4.072 0.35
H -33.763 -12.037 -2.420 0.45
H -34.949 -10.556 -4.348 -0.67
H -35.178 -13.760 -1.924 0.38
C -27.915 -6.988 -4.153 -0.37
C -28.285 -6.151 -5.374 -0.28
O -29.446 -5.357 -5.073 -0.42
O -26.626 -7.608 -4.348 -0.58
H -28.690 -7.661 -3.776 0.16
H -27.677 -6.360 -3.290 0.37
H -28.425 -6.784 -6.250 0.18
H -27.444 -5.457 -5.421 0.37
H -29.182 -4.455 -5.262 0.21
H -26.179 -7.597 -3.503 0.35
C -34.783 -7.354 -1.610 -0.42
C -36.089 -7.606 -2.397 0.03
O -36.367 -9.013 -2.427 -0.72
O -33.774 -8.302 -1.936 -0.45
H -35.081 -7.606 -0.592 0.35
H -34.496 -6.309 -1.699 0.38
H -35.991 -7.342 -3.457 -0.23
H -36.904 -7.008 -1.994 0.52
H -35.549 -9.441 -2.723 0.26
H -33.235 -7.853 -2.609 0.06
C -31.507 -10.329 -9.431 0.59
C -31.595 -11.854 -9.470 -0.83
O -32.924 -12.254 -9.137 -0.52
O -32.323 -9.708 -10.435 -0.72
H -30.520 -9.895 -9.593 0.46
H -31.831 -9.994 -8.446 -0.66
H -30.850 -12.226 -8.760 0.43
H -31.319 -12.284 -10.435 0.46
H -33.025 -13.154 -9.461 0.22
H -32.142 -9.918 -11.353 0.26
C -36.880 -6.206 -6.961 0.09
C -38.257 -6.587 -7.453 -0.81
O -38.190 -7.596 -8.444 -0.58
O -36.184 -7.331 -6.426 0.22
H -37.022 -5.420 -6.212 0.22
H -36.260 -5.827 -7.779 0.10
H -38.703 -5.710 -7.921 0.41
H -38.863 -6.937 -6.610 0.30
H -37.920 -8.438 -8.055 0.32
H -35.302 -7.018 -6.202 -0.21
C -30.140 -7.477 -0.452 -0.65
C -30.690 -7.026 -1.794 0.71
O -30.039 -5.849 -2.195 -0.67
O -28.764 -7.846 -0.628 -0.50
H -30.745 -8.255 0.027 0.35
H -30.051 -6.648 0.265 0.34
H -31.759 -6.779 -1.744 0.00
H -30.601 -7.893 -2.458 -0.19
H -30.210 -5.808 -3.150 0.24
H -28.441 -8.108 0.238 0.28
C -37.497 -10.298 -5.490 0.05
O -36.263 -10.218 -5.525 0.03
N -38.228 -9.858 -4.431 -0.30
N -38.200 -10.689 -6.592 -0.24
H -39.227 -9.913 -4.450 0.13
H -37.693 -9.623 -3.591 0.29
H -39.170 -10.924 -6.537 0.19
H -37.600 -10.825 -7.416 0.07
C -35.720 -11.014 -9.083 0.61
O -36.918 -10.692 -9.060 -0.78
N -35.002 -11.423 -8.008 -0.11
N -35.013 -11.001 -10.258 -0.31
H -34.023 -11.638 -8.064 0.35
H -35.452 -11.128 -7.142 -0.17
H -35.611 -10.829 -11.049 0.22
H -34.016 -10.884 -10.285 0.19
C -32.492 -7.850 -5.399 -0.84
O -32.388 -7.887 -4.161 0.67
N -33.565 -8.391 -6.033 1.64
N -31.607 -7.235 -6.242 0.42
H -34.173 -9.028 -5.545 -1.01
H -33.639 -8.189 -7.019 -0.13
H -31.902 -7.350 -7.201 -0.10
H -31.015 -6.480 -5.928 0.18
C -33.576 -4.063 -5.184 0.53
O -32.522 -3.973 -5.827 -0.63
N -33.724 -5.045 -4.257 0.07
N -34.672 -3.320 -5.455 -0.40
H -33.193 -5.897 -4.332 -0.24
H -34.470 -4.972 -3.589 0.07
H -35.448 -3.275 -4.816 0.20
H -34.495 -2.413 -5.865 0.25
C -30.623 -11.238 -4.761 0.45
O -29.486 -11.685 -4.895 -0.75
N -31.101 -10.712 -3.606 0.07
N -31.528 -11.140 -5.772 0.29
H -31.922 -10.131 -3.611 -0.24
H -30.450 -10.661 -2.843 0.24
H -31.317 -11.382 -6.720 -0.05
H -32.333 -10.555 -5.625 -0.18


64
Properties=species:S:1:pos:R:3:mulliken_charge:R:1 method="wB97M-V/def2-TZVPD" relative_energy_kj_mol=109.1 multiplicity=1 e_tot_ha=-1802.386959 lumo_ha=0.00799 smiles="NC(N)=O.NC(N)=O.NC(N)=O.NC(N)=O.NC(N)=O.NC(N)=O.NC(N)=O.NC(N)=O" orbital_gap_ev=9.3
C 3.518 -1.485 0.558 0.36
O 2.923 -2.510 0.914 -0.62
N 3.807 -0.500 1.449 -0.36
N 4.171 -1.286 -0.604 -0.35
H 3.356 -0.424 2.358 0.25
H 4.131 0.342 1.008 0.24
H 4.213 -2.070 -1.237 0.26
H 4.889 -0.590 -0.591 0.18
C 0.710 -0.688 -4.728 0.47
O 1.731 -1.335 -4.477 -0.68
N -0.541 -1.147 -4.475 -0.22
N 0.798 0.479 -5.412 -0.39
H -1.348 -0.565 -4.699 0.23
H -0.549 -2.096 -4.147 0.19
H 1.676 0.969 -5.403 0.23
H 0.040 1.093 -5.662 0.19
C 3.089 3.241 1.676 0.57
O 3.616 2.973 2.753 -0.64
N 3.062 4.413 0.975 -0.36
N 2.314 2.299 1.076 -0.19
H 3.476 5.259 1.326 0.23
H 2.642 4.500 0.070 0.15
H 2.343 1.429 1.582 0.05
H 1.964 2.432 0.146 0.22
C 0.625 -0.181 4.036 0.47
O 1.485 -0.563 3.247 -0.61
N -0.645 0.054 3.619 -0.06
N 0.751 0.052 5.357 -0.44
H -1.418 0.125 4.252 0.18
H -0.794 -0.259 2.679 0.01
H 0.044 0.474 5.927 0.14
H 1.673 -0.036 5.752 0.25
C -0.256 -4.579 2.206 0.50
O -1.210 -5.325 2.427 -0.71
N -0.293 -3.222 2.347 -0.14
N 0.919 -5.040 1.762 -0.29
H 0.496 -2.632 2.137 0.15
H -1.212 -2.830 2.448 0.13
H 1.113 -5.994 1.530 0.18
H 1.648 -4.347 1.716 0.22
C -3.614 0.356 -3.985 0.63
O -2.762 0.478 -4.884 -0.78
N -3.297 0.216 -2.697 -0.18
N -4.945 0.516 -4.208 -0.43
H -2.323 0.286 -2.401 0.23
H -3.901 0.258 -1.894 0.24
H -5.545 0.462 -3.409 0.17
H -5.210 0.654 -5.166 0.25
C -3.568 1.662 1.043 0.56
O -2.820 0.924 1.682 -0.65
N -3.237 2.063 -0.202 -0.29
N -4.750 2.165 1.493 -0.42
H -2.316 1.789 -0.548 0.31
H -3.754 2.809 -0.630 0.18
H -5.001 1.947 2.442 0.24
H -5.334 2.784 0.966 0.15
C -0.025 0.311 -0.722 0.58
O -1.015 0.845 -1.224 -1.00
N 1.133 -0.050 -1.322 -0.10
N 0.059 -0.048 0.583 0.30
H 1.113 -0.233 -2.312 0.13
H 1.810 -0.526 -0.749 0.03
H -0.572 0.305 1.277 0.01
H 0.920 -0.403 0.968 -0.14


50
Properties=species:S:1:pos:R:3:mulliken_charge:R:1 method="wB97M-V/def2-TZVPD" charge=-1 relative_energy_kj_mol=9.9 multiplicity=4 e_tot_ha=-2629.571189 lumo_ha="0.07661 / 0.07510" s_squared=3.758 orbital_gap_ev="7.3 / 7.7"
V -0.197 -0.095 -0.164 0.82
O -6.004 -0.259 0.308 -0.56
C -5.548 -1.500 0.368 0.47
O -6.270 -2.460 0.491 -0.63
C -4.082 -1.663 0.208 0.36
C -3.453 -2.892 0.185 -0.44
N -2.137 -2.656 0.052 -0.34
N -1.879 -1.341 -0.012 0.32
C -3.046 -0.730 0.075 -0.57
C -3.011 0.786 0.055 1.25
O -4.085 1.381 0.179 -0.83
O -1.846 1.271 -0.080 -0.53
H -5.257 0.392 0.187 0.47
H -3.866 -3.883 0.252 0.51
H -1.374 -3.304 -0.021 0.14
O -0.050 0.054 2.028 -0.50
C 1.321 0.350 2.446 2.78
C 2.258 0.092 1.229 0.04
O 3.399 0.497 1.308 -0.62
O 1.729 -0.570 0.247 -0.78
C 1.649 -0.605 3.582 -0.77
C 0.903 -0.518 4.756 -0.06
C 1.121 -1.395 5.804 -0.91
C 2.099 -2.376 5.690 -0.36
C 2.846 -2.468 4.528 -0.88
C 2.622 -1.587 3.475 -0.20
C 1.402 1.819 2.838 -0.08
C 2.328 2.243 3.786 -0.17
C 2.441 3.586 4.106 -0.89
C 1.628 4.524 3.483 -0.38
C 0.711 4.111 2.532 -1.08
C 0.603 2.765 2.203 -0.34
H -0.636 0.735 2.386 0.46
H 0.146 0.252 4.851 0.38
H 0.531 -1.313 6.708 0.38
H 2.276 -3.064 6.507 0.40
H 3.611 -3.228 4.431 0.41
H 3.224 -1.664 2.579 0.48
H 2.976 1.520 4.262 0.47
H 3.172 3.899 4.841 0.38
H 1.716 5.573 3.739 0.38
H 0.080 4.833 2.031 0.43
H -0.111 2.476 1.437 0.44
N -0.061 -0.208 -2.194 -0.52
C -0.005 -0.294 -3.350 0.40
C 0.082 -0.402 -4.734 -0.06
C -0.970 0.096 -5.541 0.14
N -1.829 0.506 -6.194 -0.48
C 1.223 -1.045 -5.279 0.15
N 2.157 -1.571 -5.709 -0.49


Copy entry 2 word for word.
64
Properties=species:S:1:pos:R:3:mulliken_charge:R:1 method="wB97M-V/def2-TZVPD" relative_energy_kj_mol=109.1 multiplicity=1 e_tot_ha=-1802.386959 lumo_ha=0.00799 smiles="NC(N)=O.NC(N)=O.NC(N)=O.NC(N)=O.NC(N)=O.NC(N)=O.NC(N)=O.NC(N)=O" orbital_gap_ev=9.3
C 3.518 -1.485 0.558 0.36
O 2.923 -2.510 0.914 -0.62
N 3.807 -0.500 1.449 -0.36
N 4.171 -1.286 -0.604 -0.35
H 3.356 -0.424 2.358 0.25
H 4.131 0.342 1.008 0.24
H 4.213 -2.070 -1.237 0.26
H 4.889 -0.590 -0.591 0.18
C 0.710 -0.688 -4.728 0.47
O 1.731 -1.335 -4.477 -0.68
N -0.541 -1.147 -4.475 -0.22
N 0.798 0.479 -5.412 -0.39
H -1.348 -0.565 -4.699 0.23
H -0.549 -2.096 -4.147 0.19
H 1.676 0.969 -5.403 0.23
H 0.040 1.093 -5.662 0.19
C 3.089 3.241 1.676 0.57
O 3.616 2.973 2.753 -0.64
N 3.062 4.413 0.975 -0.36
N 2.314 2.299 1.076 -0.19
H 3.476 5.259 1.326 0.23
H 2.642 4.500 0.070 0.15
H 2.343 1.429 1.582 0.05
H 1.964 2.432 0.146 0.22
C 0.625 -0.181 4.036 0.47
O 1.485 -0.563 3.247 -0.61
N -0.645 0.054 3.619 -0.06
N 0.751 0.052 5.357 -0.44
H -1.418 0.125 4.252 0.18
H -0.794 -0.259 2.679 0.01
H 0.044 0.474 5.927 0.14
H 1.673 -0.036 5.752 0.25
C -0.256 -4.579 2.206 0.50
O -1.210 -5.325 2.427 -0.71
N -0.293 -3.222 2.347 -0.14
N 0.919 -5.040 1.762 -0.29
H 0.496 -2.632 2.137 0.15
H -1.212 -2.830 2.448 0.13
H 1.113 -5.994 1.530 0.18
H 1.648 -4.347 1.716 0.22
C -3.614 0.356 -3.985 0.63
O -2.762 0.478 -4.884 -0.78
N -3.297 0.216 -2.697 -0.18
N -4.945 0.516 -4.208 -0.43
H -2.323 0.286 -2.401 0.23
H -3.901 0.258 -1.894 0.24
H -5.545 0.462 -3.409 0.17
H -5.210 0.654 -5.166 0.25
C -3.568 1.662 1.043 0.56
O -2.820 0.924 1.682 -0.65
N -3.237 2.063 -0.202 -0.29
N -4.750 2.165 1.493 -0.42
H -2.316 1.789 -0.548 0.31
H -3.754 2.809 -0.630 0.18
H -5.001 1.947 2.442 0.24
H -5.334 2.784 0.966 0.15
C -0.025 0.311 -0.722 0.58
O -1.015 0.845 -1.224 -1.00
N 1.133 -0.050 -1.322 -0.10
N 0.059 -0.048 0.583 0.30
H 1.113 -0.233 -2.312 0.13
H 1.810 -0.526 -0.749 0.03
H -0.572 0.305 1.277 0.01
H 0.920 -0.403 0.968 -0.14


Copy entry 2 word for word.
64
Properties=species:S:1:pos:R:3:mulliken_charge:R:1 method="wB97M-V/def2-TZVPD" relative_energy_kj_mol=109.1 multiplicity=1 e_tot_ha=-1802.386959 lumo_ha=0.00799 smiles="NC(N)=O.NC(N)=O.NC(N)=O.NC(N)=O.NC(N)=O.NC(N)=O.NC(N)=O.NC(N)=O" orbital_gap_ev=9.3
C 3.518 -1.485 0.558 0.36
O 2.923 -2.510 0.914 -0.62
N 3.807 -0.500 1.449 -0.36
N 4.171 -1.286 -0.604 -0.35
H 3.356 -0.424 2.358 0.25
H 4.131 0.342 1.008 0.24
H 4.213 -2.070 -1.237 0.26
H 4.889 -0.590 -0.591 0.18
C 0.710 -0.688 -4.728 0.47
O 1.731 -1.335 -4.477 -0.68
N -0.541 -1.147 -4.475 -0.22
N 0.798 0.479 -5.412 -0.39
H -1.348 -0.565 -4.699 0.23
H -0.549 -2.096 -4.147 0.19
H 1.676 0.969 -5.403 0.23
H 0.040 1.093 -5.662 0.19
C 3.089 3.241 1.676 0.57
O 3.616 2.973 2.753 -0.64
N 3.062 4.413 0.975 -0.36
N 2.314 2.299 1.076 -0.19
H 3.476 5.259 1.326 0.23
H 2.642 4.500 0.070 0.15
H 2.343 1.429 1.582 0.05
H 1.964 2.432 0.146 0.22
C 0.625 -0.181 4.036 0.47
O 1.485 -0.563 3.247 -0.61
N -0.645 0.054 3.619 -0.06
N 0.751 0.052 5.357 -0.44
H -1.418 0.125 4.252 0.18
H -0.794 -0.259 2.679 0.01
H 0.044 0.474 5.927 0.14
H 1.673 -0.036 5.752 0.25
C -0.256 -4.579 2.206 0.50
O -1.210 -5.325 2.427 -0.71
N -0.293 -3.222 2.347 -0.14
N 0.919 -5.040 1.762 -0.29
H 0.496 -2.632 2.137 0.15
H -1.212 -2.830 2.448 0.13
H 1.113 -5.994 1.530 0.18
H 1.648 -4.347 1.716 0.22
C -3.614 0.356 -3.985 0.63
O -2.762 0.478 -4.884 -0.78
N -3.297 0.216 -2.697 -0.18
N -4.945 0.516 -4.208 -0.43
H -2.323 0.286 -2.401 0.23
H -3.901 0.258 -1.894 0.24
H -5.545 0.462 -3.409 0.17
H -5.210 0.654 -5.166 0.25
C -3.568 1.662 1.043 0.56
O -2.820 0.924 1.682 -0.65
N -3.237 2.063 -0.202 -0.29
N -4.750 2.165 1.493 -0.42
H -2.316 1.789 -0.548 0.31
H -3.754 2.809 -0.630 0.18
H -5.001 1.947 2.442 0.24
H -5.334 2.784 0.966 0.15
C -0.025 0.311 -0.722 0.58
O -1.015 0.845 -1.224 -1.00
N 1.133 -0.050 -1.322 -0.10
N 0.059 -0.048 0.583 0.30
H 1.113 -0.233 -2.312 0.13
H 1.810 -0.526 -0.749 0.03
H -0.572 0.305 1.277 0.01
H 0.920 -0.403 0.968 -0.14